The following is a DFT calculation (ωB97M-V/def2-TZVPD) of a molecular structure, C12H30AlFN3O7P in a non-equilibrium geometry.

```
55
Properties=species:S:1:pos:R:3:forces:R:3
Al 1.325 -1.469 -0.826 -1.61 0.03 -0.60
F -1.390 -0.320 -1.073 0.96 0.06 0.56
O 1.657 0.780 0.986 -0.31 1.74 -0.45
P 1.406 2.083 1.668 0.69 0.40 1.92
N -0.224 2.644 1.757 0.20 0.88 0.71
C -0.750 3.590 2.798 0.22 -0.71 0.71
C -1.267 2.194 0.831 0.63 0.23 0.59
N 2.218 3.539 1.125 0.11 -3.32 0.96
C 1.989 4.817 1.808 0.50 1.38 -1.20
C 3.195 3.299 -0.020 -0.84 0.91 0.53
N 1.842 1.862 3.310 0.82 0.42 -0.24
C 3.284 1.804 3.702 -0.48 1.07 -0.42
C 0.998 1.243 4.337 -1.47 0.79 -1.26
H -1.369 3.010 3.483 -1.02 -0.26 -0.59
H -1.310 4.417 2.361 0.02 -0.23 -0.22
H -0.115 3.961 3.602 1.09 0.11 -0.92
H -2.181 2.770 0.978 0.26 0.10 -0.16
H -1.430 1.188 1.219 -0.41 -0.87 -0.62
H -0.943 2.145 -0.208 0.03 -0.27 -0.01
H 1.182 5.314 1.270 -0.57 0.03 0.47
H 1.944 4.917 2.892 -0.56 -1.14 -0.04
H 2.770 5.556 1.630 0.71 -0.52 -0.60
H 4.056 3.962 0.066 -0.23 0.20 0.13
H 3.562 2.273 -0.058 -0.40 0.00 0.29
H 2.632 3.527 -0.926 0.29 0.02 -0.26
H 3.704 0.808 3.569 0.04 0.11 0.15
H 3.858 2.595 3.219 0.04 -0.40 -0.72
H 3.341 2.179 4.724 -0.17 -0.66 0.33
H 0.989 0.154 4.296 0.68 -0.13 0.26
H -0.023 1.472 4.032 -0.25 0.00 0.31
H 1.165 1.683 5.319 0.30 -0.32 -0.09
C -1.926 -0.254 -4.362 -0.47 0.21 0.42
O -1.825 -1.690 -4.486 -0.65 0.89 -0.45
C -0.733 -2.316 -4.175 -0.13 -2.07 -2.54
O 0.191 -1.886 -3.532 0.55 -0.56 0.65
O -0.850 -3.530 -4.928 0.24 1.12 1.66
C 0.215 -4.495 -4.930 0.86 0.40 0.51
H -2.732 0.065 -5.022 -0.11 -0.41 0.13
H -1.059 0.322 -4.687 0.42 -0.60 0.15
H -2.183 -0.027 -3.327 0.16 0.12 -0.01
H 0.875 -4.293 -5.773 0.28 0.35 0.33
H -0.030 -5.549 -5.062 -1.32 0.30 -0.08
H 0.701 -4.483 -3.954 0.51 0.31 -0.21
C -3.198 -2.432 0.632 -0.13 1.77 1.64
O -3.239 -3.667 -0.042 -1.37 -0.39 0.59
C -2.183 -4.228 -0.518 4.85 1.04 -2.27
O -1.019 -3.720 -0.383 -2.77 -1.80 -0.13
O -2.473 -5.250 -1.377 -1.36 0.79 2.45
C -1.456 -6.025 -1.986 1.05 1.40 -1.40
H -2.556 -2.222 1.487 1.32 -1.46 -0.12
H -4.104 -2.282 1.219 -0.78 -0.38 -1.09
H -2.957 -1.552 0.035 -0.31 -0.32 -0.93
H -0.788 -5.251 -2.365 0.93 -0.44 0.34
H -1.821 -6.428 -2.931 -0.72 -0.28 0.47
H -0.966 -6.806 -1.404 -0.29 0.37 0.37
```
Forces are in eV/Å.

Its energy above the lowest of the compared OMol25 structures with the same formula, charge and spin is 81.0 kcal per mole. As for the total charge: +2. As for the multiplicity: 1. Its frontier orbital gap is 2.61 eV. The LUMO energy is -12.2 eV.

---

The following is a DFT calculation (ωB97M-V/def2-TZVPD) of 8 unconnected molecules or ions with the total composition C12H34N9O14.

```
69
Properties=species:S:1:pos:R:3:forces:R:3
N -1.747 -2.041 -1.797 0.27 0.03 -0.20
N -0.690 -2.615 -2.590 -0.03 -0.08 0.12
C 0.692 -2.251 -2.131 0.49 0.00 0.01
C 1.637 -3.273 -2.759 0.00 0.20 -0.22
C 1.507 -3.242 -4.289 -0.16 0.10 0.19
C 0.048 -3.370 -4.732 0.11 -0.14 -0.10
C -0.795 -2.303 -4.058 0.09 0.15 -0.07
H -2.620 -2.357 -2.212 -0.05 0.11 -0.04
H -1.686 -2.467 -0.876 0.04 0.09 0.06
H -0.716 -3.640 -2.551 -0.18 0.02 0.14
H 0.740 -2.219 -1.043 -0.20 -0.21 0.01
H 0.933 -1.256 -2.508 -0.27 0.08 0.07
H 1.419 -4.270 -2.361 0.08 0.00 0.01
H 2.660 -3.012 -2.486 -0.01 -0.10 0.08
H 2.119 -4.024 -4.735 0.02 0.05 0.00
H 1.890 -2.278 -4.639 0.13 -0.11 -0.06
H -0.366 -4.348 -4.461 0.05 -0.03 -0.15
H -0.048 -3.298 -5.814 0.01 0.06 0.02
H -1.845 -2.277 -4.348 0.00 -0.26 0.05
H -0.356 -1.316 -4.201 -0.19 0.06 0.05
C -0.281 0.476 0.624 -0.13 -0.21 -0.01
N 1.055 1.098 0.461 0.00 -0.13 -0.24
O 2.022 0.482 0.855 0.08 -0.01 0.11
O 1.097 2.158 -0.125 0.00 0.21 0.06
H -0.140 -0.480 1.115 -0.01 0.02 0.03
H -0.915 1.122 1.227 0.11 0.11 -0.09
H -0.676 0.366 -0.383 -0.12 0.04 0.03
C -3.345 -3.381 -8.043 -0.10 -0.02 0.01
N -3.146 -3.638 -6.590 0.01 -0.08 0.04
O -3.827 -3.023 -5.795 0.01 0.13 0.03
O -2.298 -4.450 -6.278 0.01 0.01 -0.06
H -4.126 -2.638 -8.148 0.00 0.00 -0.01
H -2.394 -3.038 -8.440 0.01 -0.01 0.00
H -3.616 -4.328 -8.500 0.02 -0.01 -0.01
C 4.875 -0.302 -3.086 0.08 -0.04 0.03
N 5.452 -1.336 -3.987 0.16 -0.05 -0.11
O 6.595 -1.193 -4.347 0.04 0.01 -0.01
O 4.735 -2.268 -4.316 -0.25 0.07 0.17
H 5.637 0.446 -2.906 0.00 -0.05 0.00
H 4.019 0.134 -3.591 -0.02 -0.12 0.01
H 4.578 -0.804 -2.168 -0.03 -0.02 -0.01
C 2.672 3.736 -2.524 0.05 -0.02 0.02
N 3.100 2.576 -3.350 -0.24 0.03 0.09
O 4.219 2.551 -3.804 0.06 0.13 -0.07
O 2.272 1.689 -3.500 0.05 -0.04 -0.05
H 3.486 4.448 -2.457 0.05 -0.05 -0.07
H 1.797 4.159 -3.008 -0.02 0.00 0.03
H 2.405 3.319 -1.559 -0.06 0.10 0.05
C 0.335 1.228 5.179 -0.01 -0.04 0.01
N -0.518 1.216 3.961 0.00 0.02 -0.02
O -1.043 0.172 3.629 0.00 -0.12 0.05
O -0.638 2.260 3.351 0.04 0.07 -0.02
H 0.330 0.235 5.608 -0.02 0.02 0.02
H 1.327 1.540 4.865 0.01 0.03 0.01
H -0.084 1.957 5.864 0.04 -0.01 -0.05
C -1.161 2.575 9.726 0.09 0.12 0.10
N -0.295 1.956 8.688 0.02 -0.06 0.02
O 0.771 2.480 8.437 0.01 0.09 -0.04
O -0.711 0.954 8.142 -0.10 -0.04 0.01
H -0.645 3.442 10.120 0.02 -0.01 0.01
H -2.102 2.841 9.256 -0.01 -0.12 0.00
H -1.334 1.825 10.491 -0.04 -0.02 -0.02
C -4.765 5.109 8.022 -0.05 -0.04 -0.01
N -4.415 4.297 9.221 -0.07 0.03 0.05
O -4.423 3.086 9.115 0.03 -0.01 -0.10
O -4.136 4.903 10.232 0.07 0.04 0.02
H -4.986 4.431 7.208 0.00 0.00 -0.01
H -5.622 5.719 8.290 0.01 0.02 0.00
H -3.912 5.746 7.808 0.00 0.02 0.01
```
Forces are in eV/Å.

As for the total charge: +1. As for the multiplicity: 1. Its frontier orbital gap is 10.26 eV. The LUMO energy is -2.6 eV.

---

The following is a DFT calculation (ωB97M-V/def2-TZVPD) of a single C18H19N3OS molecule in a non-equilibrium geometry.

```
42
Properties=species:S:1:pos:R:3:forces:R:3
N -0.141 5.586 -0.587 -0.04 0.30 -0.19
C -0.054 4.579 -0.045 -0.02 0.48 -0.23
C 0.063 3.354 0.640 0.10 -0.97 0.54
C 0.425 3.311 1.985 -0.04 -0.12 -0.22
C 0.538 2.089 2.621 -0.03 -0.10 -0.08
C 0.272 0.925 1.896 0.06 0.60 0.07
C 0.359 -0.412 2.494 0.05 -0.40 0.22
C 1.289 -0.705 3.488 -0.11 0.08 -0.11
C 1.357 -1.976 4.026 0.04 -0.08 0.09
C 0.498 -2.969 3.584 0.04 -0.04 0.03
C -0.430 -2.687 2.594 -0.02 -0.05 0.00
C -0.497 -1.419 2.050 0.02 0.12 0.05
N -0.087 0.967 0.614 -0.02 -0.16 0.09
C -0.183 2.124 -0.007 -0.03 0.21 -0.06
S -0.644 2.116 -1.694 -0.10 -0.01 -0.33
C -0.707 0.325 -2.020 0.20 0.35 0.20
C 0.709 -0.255 -2.163 0.03 0.13 0.02
N 0.824 -1.666 -2.397 -0.10 -0.15 -0.05
C 0.371 -2.197 -3.666 -0.18 -0.20 0.08
C -1.068 -2.734 -3.622 0.20 0.17 -0.21
O -1.228 -3.674 -2.582 0.04 -0.14 -0.03
C -0.917 -3.099 -1.331 0.24 0.11 0.23
C 0.524 -2.569 -1.304 -0.17 -0.17 -0.06
H 0.612 4.234 2.514 0.00 0.04 0.02
H 0.801 2.036 3.664 0.01 -0.01 0.09
H 1.978 0.056 3.824 0.06 0.08 0.03
H 2.086 -2.195 4.792 0.06 -0.02 0.05
H 0.552 -3.960 4.009 0.01 -0.08 0.03
H -1.103 -3.457 2.247 -0.07 -0.07 -0.02
H -1.223 -1.187 1.286 -0.06 0.02 -0.10
H -1.278 0.230 -2.942 -0.06 0.00 0.03
H -1.244 -0.126 -1.188 -0.06 -0.08 -0.13
H 1.258 -0.036 -1.243 -0.02 0.09 -0.14
H 1.210 0.260 -2.990 -0.01 0.06 0.10
H 0.463 -1.430 -4.435 0.03 0.00 -0.06
H 1.033 -3.033 -3.922 -0.08 0.01 -0.14
H -1.306 -3.263 -4.547 -0.01 0.09 0.00
H -1.786 -1.910 -3.487 0.04 -0.06 -0.03
H -1.042 -3.895 -0.595 -0.01 0.07 0.04
H -1.632 -2.292 -1.112 0.03 -0.05 0.02
H 0.721 -2.071 -0.355 0.04 -0.02 0.03
H 1.200 -3.429 -1.400 -0.06 -0.04 0.14
```
Forces are in eV/Å.

Its energy above the lowest of the compared OMol25 structures with the same formula, charge and spin is 53.1 kcal per mole. As for the total charge: 0. As for the SMILES: N#Cc1ccc(-c2ccccc2)nc1SCCN1CCOCC1. As for the multiplicity: 1. Its frontier orbital gap is 7.73 eV. The LUMO energy is -0.3 eV.

---

The following is a DFT calculation (ωB97M-V/def2-TZVPD) of a molecular structure, C15H31ClP2Sn in a non-equilibrium geometry.

```
50
Properties=species:S:1:pos:R:3:forces:R:3
P 1.810 0.929 1.277 2.31 -0.74 -2.63
P -0.109 -1.313 -0.287 0.49 -3.14 -3.37
C 2.411 -0.890 1.028 0.24 0.63 0.48
C 1.759 -1.516 -0.199 0.32 1.23 -0.08
H 2.221 -1.504 1.930 0.18 0.42 -0.59
H 3.496 -0.790 0.910 -0.14 -0.40 -0.10
H 2.198 -1.142 -1.129 -0.02 -0.09 0.15
H 1.890 -2.601 -0.198 -0.19 0.08 0.01
C -0.475 -2.537 1.010 -0.97 0.44 1.55
H -1.547 -2.735 1.100 0.32 -0.03 0.20
H -0.108 -2.159 1.968 -0.27 -0.27 -0.07
H 0.047 -3.466 0.745 -0.04 0.47 -0.16
C -0.314 -2.597 -1.629 0.25 -0.21 -0.21
H 0.101 -3.523 -1.228 -0.02 0.03 -0.25
H 0.216 -2.370 -2.556 -0.02 0.04 0.12
H -1.369 -2.761 -1.852 0.19 -0.02 0.02
C 3.067 1.950 2.191 0.16 0.14 0.44
H 2.553 2.654 2.861 0.12 -0.31 0.01
H 3.646 2.562 1.475 -0.33 -0.47 0.36
H 3.762 1.328 2.768 -0.21 0.17 -0.07
C 2.591 1.421 -0.341 -0.12 0.46 -0.82
H 2.075 1.044 -1.230 0.37 0.11 0.17
H 3.631 1.031 -0.340 -0.60 0.27 -0.03
H 2.640 2.519 -0.405 -0.08 -0.39 -0.10
Sn 0.819 0.209 3.391 -1.70 0.47 3.71
C -3.023 -0.657 -1.860 -0.30 0.04 0.47
C -2.394 -0.777 -0.618 -1.20 -0.77 0.58
C -2.260 0.454 0.254 0.40 0.67 0.25
C -1.554 1.653 -0.443 -0.61 -0.11 0.88
C -0.406 1.323 -1.274 0.12 0.36 -0.68
C -0.187 0.127 -2.003 1.18 1.03 -0.22
C -1.023 -0.015 -3.268 -1.21 -0.87 0.56
C -2.552 0.104 -3.017 0.24 0.64 -0.85
C -0.071 2.127 4.039 0.14 -0.50 -0.19
H -4.042 -1.067 -1.971 0.80 -0.77 -0.03
H -2.702 -1.702 -0.083 -0.24 1.00 -0.07
H -1.756 0.225 1.204 -0.07 -0.08 -0.18
H -3.276 0.768 0.527 0.24 0.01 0.01
H -2.323 2.222 -0.996 0.36 -0.02 -0.11
H -1.187 2.344 0.334 -0.23 0.03 -0.28
H 0.292 2.147 -1.451 0.32 -0.38 0.62
H 0.865 -0.122 -2.240 -0.46 0.59 0.02
H -0.814 -0.936 -3.821 0.17 0.08 0.31
H -0.733 0.815 -3.925 0.17 -0.11 0.19
H -2.816 1.178 -2.922 0.01 -0.37 -0.01
H -3.064 -0.257 -3.921 -0.01 0.28 0.33
H -1.130 1.879 4.192 0.28 0.36 -0.02
H 0.060 2.867 3.236 -0.15 0.01 0.42
H 0.371 2.481 4.983 -0.15 -0.05 -0.42
Cl -1.284 -0.925 3.786 -0.05 0.04 -0.33
```
Forces are in eV/Å.

Its energy above the lowest of the compared OMol25 structures with the same formula, charge and spin is 84.3 kcal per mole. As for the total charge: +2. As for the multiplicity: 1. Its frontier orbital gap (spin up / spin down) is 3.91 / 3.68 eV. The LUMO energy (spin up / spin down) is -9.5 / -9.7 eV.

---

Number 1: calculated total energy -50313.48096 eV. Number 2: calculated total energy -55045.36600 eV. Number 3: calculated total energy -36326.82692 eV. Number 4: calculated total energy -52966.27840 eV.